This record from the Open Molecules 2025 dataset describes a cluster of 9 separate species, C14H47O9 in total at a distorted geometry. The level of theory is ωB97M-V with the def2-TZVPD basis set.

Output
* charge: +1
* spin multiplicity: 1
* E_LUMO: -3.95 eV
* frontier orbital gap: 7.74 eV
* total energy: -1238.30841 hartree
* molecular weight: 359.52 g mol⁻¹
* largest force on an atom: 0.060 Eh/bohr

Positions of all 70 atoms, in Å:
O -4.5557 -6.6426 -23.0657
H -3.7817 -6.2786 -22.6297
H -4.4480 -7.5821 -23.2311
H -4.7570 -6.1004 -23.8320
C -0.0071 -3.2161 -19.3324
C -0.6910 -4.5804 -19.6718
C -0.8614 -5.5412 -18.4236
O -1.9938 -4.3094 -20.1543
H 1.0141 -3.2796 -18.9568
H -0.5493 -2.7106 -18.5332
H 0.1277 -2.5128 -20.1541
H -0.1464 -5.0662 -20.4814
H 0.1208 -5.8274 -18.0475
H -1.3695 -6.4659 -18.6974
H -1.4738 -4.9771 -17.7203
H -2.4689 -3.8593 -19.4520
C -1.7385 -0.5267 -25.3805
C -2.6569 0.2996 -26.2555
C -1.9263 1.5628 -26.8271
O -3.0910 -0.5136 -27.2681
H -2.1806 -1.5065 -25.2001
H -1.4666 -0.0734 -24.4273
H -0.7507 -0.7435 -25.7870
H -3.4999 0.6837 -25.6811
H -1.0812 1.4271 -27.5020
H -1.4907 2.2223 -26.0764
H -2.6990 2.0836 -27.3926
H -3.6162 0.0303 -27.8596
C -7.4912 -0.6067 -17.2820
C -6.9659 -1.7998 -18.1394
C -6.9500 -1.5065 -19.6475
O -5.6671 -2.0307 -17.7437
H -7.5199 -0.8448 -16.2187
H -8.4727 -0.3664 -17.6907
H -6.8578 0.2641 -17.4508
H -7.5992 -2.6335 -17.8360
H -6.1400 -0.8613 -19.9878
H -7.9301 -1.1045 -19.9040
H -6.7799 -2.3752 -20.2835
H -5.7360 -2.3817 -16.8529
C -1.0536 -8.3205 -27.3038
O -1.5427 -7.1016 -26.7195
H 0.0225 -8.3605 -27.1355
H -1.3983 -9.2064 -26.7704
H -1.1732 -8.3883 -28.3851
H -1.3057 -6.4016 -27.3323
C -7.9101 -3.6170 -25.9207
O -6.5165 -3.9186 -25.8523
H -8.2270 -3.6051 -26.9636
H -8.4929 -4.3739 -25.3959
H -8.2242 -2.6800 -25.4608
H -5.9414 -3.3383 -26.3564
C -10.0647 -6.1819 -21.0604
O -9.2661 -7.1259 -21.7498
H -11.0479 -6.5808 -20.8109
H -9.5662 -5.8429 -20.1523
H -10.1510 -5.3048 -21.7018
H -9.0253 -7.7935 -21.1034
C -7.1970 -10.0158 -25.6616
O -6.1629 -10.2868 -24.7325
H -7.1003 -8.9798 -25.9863
H -7.1849 -10.7206 -26.4930
H -8.1692 -10.1873 -25.1996
H -6.3618 -11.1930 -24.4858
C -2.1028 -11.2964 -21.1170
O -1.5156 -10.1111 -21.6143
H -2.0576 -11.9790 -21.9655
H -1.4249 -11.6987 -20.3642
H -3.0966 -11.1694 -20.6877
H -0.6196 -10.3180 -21.8898

Atom charges from the Mulliken analysis, given in e for atoms 1 to 4: O -0.3598; H 0.4442; H 0.4473; H 0.4400